Molecular formula: C13H6BrCl4O4S
Method: DFT, ωB97M-V with the def2-TZVPD basis set

Positions of all 29 atoms, in Å:
Cl: -0.03 -3.58 -1.50
C: 1.41 -3.02 -0.74
C: 2.65 -3.15 -1.31
Cl: 2.90 -3.89 -2.83
C: 3.88 -2.59 -0.68
O: 4.96 -2.60 -1.26
C: 3.69 -1.97 0.65
Cl: 5.07 -1.28 1.34
C: 2.47 -1.90 1.24
Cl: 2.29 -1.30 2.84
C: 1.26 -2.46 0.61
O: 0.24 -2.69 1.28
Br: -2.10 -1.30 1.08
C: -0.32 -0.72 0.89
S: -0.09 0.56 -0.32
C: -1.46 1.75 -0.24
C: -2.72 1.44 -0.78
C: -3.73 2.40 -0.77
C: -3.51 3.65 -0.16
C: -2.30 3.89 0.50
C: -1.30 2.93 0.50
O: 1.08 1.36 0.01
O: -0.21 -0.01 -1.64
H: 0.25 -0.49 1.81
H: -2.91 0.47 -1.25
H: -4.70 2.19 -1.23
H: -4.31 4.39 -0.11
H: -2.12 4.83 1.04
H: -0.35 3.09 1.02

Summary:
relative energy (zero: lowest compared OMol25 entry of this formula, charge and spin)	3.244	eV
strongest force on any atom	6.5	eV Å⁻¹
gap between HOMO and LUMO	3.93	eV
HOMO	-3.21	eV
charge	-1
E_LUMO	0.721	eV

***

Molecular formula: C13H6Cl2F4N2O
Method: DFT, ωB97M-V with the def2-TZVPD basis set

Positions of all 28 atoms, in Å:
O: -1.76 -1.69 -3.72
C: -0.63 -1.18 -3.16
C: 0.56 -0.82 -3.78
F: 0.73 -0.82 -5.14
C: 1.56 -0.28 -2.81
C: 0.95 -0.47 -1.60
N: 1.20 -0.20 -0.28
N: -0.10 -0.37 0.35
C: -0.40 -0.01 1.65
C: -0.05 1.28 2.17
Cl: 0.78 2.49 1.18
C: -0.32 1.61 3.47
C: -1.05 0.76 4.33
C: -1.37 1.14 5.76
F: -0.45 0.61 6.61
F: -2.57 0.67 6.11
F: -1.27 2.50 5.95
C: -1.42 -0.51 3.84
C: -1.11 -0.91 2.50
Cl: -1.47 -2.56 2.05
C: -1.04 -0.89 -0.60
C: -0.35 -0.96 -1.78
H: -1.65 -1.62 -4.69
H: 2.53 0.13 -3.03
H: 1.74 0.64 -0.05
H: 0.02 2.56 3.86
H: -1.93 -1.30 4.42
H: -2.10 -1.11 -0.45

Summary:
strongest force on any atom	3.2	eV Å⁻¹
gap between HOMO and LUMO	6.74	eV
HOMO	-7.14	eV
charge	0
structure (SMILES)	Oc1c(F)cc2[nH]n(-c3c(Cl)cc(C(F)(F)F)cc3Cl)cc1-2
E_LUMO	-0.403	eV

***

Molecular formula: C13H6F3N4O9S
Method: DFT, ωB97M-V with the def2-TZVPD basis set

Positions of all 36 atoms, in Å:
O: 1.16 -0.13 0.45
C: 0.72 -1.42 0.52
C: 1.74 -2.31 0.94
N: 3.12 -1.90 0.76
O: 3.99 -2.68 1.22
O: 3.41 -0.87 0.14
C: 1.42 -3.60 1.37
C: 0.12 -4.07 1.20
C: -0.86 -3.25 0.61
C: -0.58 -1.91 0.30
H: 2.22 -4.21 1.79
H: -0.13 -5.08 1.54
H: -1.85 -3.66 0.40
H: -1.35 -1.25 -0.10
O: -0.54 0.41 -3.71
S: 0.34 0.31 -2.58
O: 1.04 -0.91 -2.26
C: 1.63 1.69 -2.75
F: 2.31 1.54 -3.90
F: 1.02 2.90 -2.75
F: 2.50 1.64 -1.72
C: -0.51 0.85 -1.08
C: 0.37 0.95 0.16
C: -0.45 1.41 1.30
N: 0.11 1.75 2.51
O: 1.18 1.52 3.04
O: -0.91 2.52 3.19
N: -2.00 2.72 2.39
C: -1.68 2.05 1.22
C: -2.39 2.02 -0.03
N: -3.67 2.65 -0.23
O: -4.32 3.12 0.73
O: -4.11 2.71 -1.41
C: -1.78 1.38 -1.15
H: 1.07 1.79 -0.01
H: -2.33 1.33 -2.10

Summary:
relative energy (zero: lowest compared OMol25 entry of this formula, charge and spin)	0.202	eV
strongest force on any atom	3.3	eV Å⁻¹
gap between HOMO and LUMO	6.74	eV
HOMO	-5.06	eV
charge	-1
E_LUMO	1.682	eV

***

Molecular formula: C13H7BrN3O4S
Method: DFT, ωB97M-V with the def2-TZVPD basis set

Positions of all 29 atoms, in Å:
C: -0.09 3.00 0.40
C: 0.38 1.99 0.87
C: 1.06 1.03 1.73
C: 0.39 -0.11 2.26
C: 1.19 -0.96 3.11
N: 2.44 -0.75 3.43
N: 3.00 0.29 2.89
N: 4.38 0.49 3.21
C: 4.41 1.27 4.19
S: 4.42 2.58 5.02
C: 2.45 1.20 2.08
Br: 3.41 2.68 1.35
H: -0.49 3.97 0.13
H: -0.67 -0.30 2.05
H: 0.67 -1.84 3.54
C: -0.74 -0.29 -2.25
C: -0.92 -0.67 -3.52
C: -2.14 -1.43 -3.95
O: -2.26 -1.73 -5.12
C: -3.12 -1.79 -2.93
C: -2.93 -1.42 -1.66
C: -1.73 -0.63 -1.24
O: -1.61 -0.30 -0.07
O: -3.81 -1.73 -0.70
O: -0.03 -0.38 -4.47
H: 0.13 0.26 -1.93
H: -3.98 -2.35 -3.24
H: -3.45 -1.35 0.12
H: -0.39 -0.75 -5.30

Summary:
strongest force on any atom	2.5	eV Å⁻¹
gap between HOMO and LUMO	6.93	eV
HOMO	-11.95	eV
charge	+1
E_LUMO	-5.025	eV

***

Molecular formula: C13H7F6N4O3S
Method: DFT, ωB97M-V with the def2-TZVPD basis set

Positions of all 34 atoms, in Å:
F: -3.35 -1.89 2.07
C: -3.87 -1.78 0.81
F: -4.53 -2.95 0.54
F: -4.81 -0.78 0.84
C: -2.80 -1.49 -0.22
C: -3.17 -0.88 -1.41
C: -2.19 -0.62 -2.36
C: -2.61 0.06 -3.65
F: -1.57 0.72 -4.24
F: -3.09 -0.84 -4.57
F: -3.60 0.98 -3.43
C: -0.86 -0.96 -2.15
C: -0.45 -1.38 -0.85
S: 1.16 -1.50 -0.36
C: -1.47 -1.82 0.04
H: -4.20 -0.61 -1.59
H: -0.12 -0.82 -2.93
H: -1.20 -2.35 0.95
C: 0.21 1.62 3.21
O: 1.61 1.80 3.42
C: 2.37 1.40 2.41
N: 3.68 1.68 2.53
C: 4.41 1.35 1.47
N: 5.70 1.74 1.19
O: 5.89 1.38 -0.13
N: 4.69 0.72 -0.68
O: 4.69 0.37 -1.85
C: 3.80 0.65 0.34
C: 2.41 0.41 0.31
N: 1.73 0.79 1.41
H: -0.24 1.90 4.16
H: -0.13 2.28 2.41
H: -0.02 0.59 2.95
H: 1.91 0.22 -0.67

Summary:
strongest force on any atom	3.5	eV Å⁻¹
gap between HOMO and LUMO	5.70	eV
HOMO	-4.13	eV
charge	-1
E_LUMO	1.571	eV

***

Molecular formula: C13H7N3O
Method: DFT, ωB97M-V with the def2-TZVPD basis set

Positions of all 24 atoms, in Å:
N: 3.59 0.97 0.52
C: 2.67 0.60 1.14
C: 1.57 0.02 1.91
C: 1.79 -0.18 3.29
C: 0.84 -0.82 4.11
C: -0.37 -1.26 3.54
C: -0.58 -1.05 2.17
C: 0.34 -0.42 1.32
C: -0.01 -0.26 -0.13
N: -1.11 -0.79 -0.64
C: -1.20 -0.27 -1.88
N: -2.19 -0.48 -2.74
C: -2.20 0.29 -3.84
C: -1.17 1.23 -4.14
C: -0.09 1.38 -3.22
C: -0.15 0.60 -2.09
O: 0.65 0.55 -0.99
H: 2.70 0.11 3.77
H: 1.03 -1.04 5.15
H: -1.16 -1.78 4.08
H: -1.50 -1.42 1.69
H: -2.99 0.16 -4.56
H: -1.21 1.80 -5.05
H: 0.74 2.06 -3.40

Summary:
relative energy (zero: lowest compared OMol25 entry of this formula, charge and spin)	0.092	eV
strongest force on any atom	3.0	eV Å⁻¹
gap between HOMO and LUMO	8.23	eV
HOMO	-8.96	eV
charge	0
structure (SMILES)	N#Cc1ccccc1-c1nc2ncccc2o1
E_LUMO	-0.729	eV

***

Molecular formula: C13H8AsNO11PtS
Method: DFT, ωB97M-V with the def2-TZVPD basis set

Positions of all 36 atoms, in Å:
Pt: 0.22 -0.56 0.39
O: 0.86 0.68 6.20
C: 0.75 0.39 4.86
C: 1.64 0.94 3.94
C: 1.47 0.61 2.61
N: 0.49 -0.22 2.26
C: -0.38 -0.75 3.12
C: -0.27 -0.46 4.46
C: -1.41 -1.65 2.45
O: -2.22 -2.25 3.14
O: -1.30 -1.71 1.17
C: 2.30 1.11 1.42
O: 3.26 1.83 1.66
O: 1.89 0.70 0.28
H: 1.58 1.30 6.32
H: 2.44 1.61 4.21
H: -0.97 -0.89 5.16
O: -1.78 0.68 -3.11
As: -1.43 -0.91 -2.51
O: -1.30 -1.96 -3.76
O: 0.00 -0.84 -1.60
C: -2.90 -1.48 -1.36
C: -3.12 -2.85 -1.47
C: -4.03 -3.50 -0.65
C: -4.73 -2.78 0.30
C: -4.55 -1.40 0.40
C: -3.64 -0.75 -0.42
S: -3.52 1.03 -0.23
O: -4.52 1.40 0.75
O: -3.82 1.55 -1.58
O: -2.15 1.28 0.18
H: -2.48 1.12 -2.57
H: -2.55 -3.39 -2.22
H: -4.17 -4.57 -0.74
H: -5.42 -3.28 0.97
H: -5.08 -0.82 1.14

Summary:
relative energy (zero: lowest compared OMol25 entry of this formula, charge and spin)	0.000	eV
strongest force on any atom	0.3	eV Å⁻¹
gap between HOMO and LUMO	6.92	eV
HOMO	-2.99	eV
charge	-2
E_LUMO	3.928	eV

***

Molecular formula: C13H8ClF3MnNO5S2
Method: DFT, ωB97M-V with the def2-TZVPD basis set

Positions of all 34 atoms, in Å:
Mn: 0.36 1.00 -0.03
Cl: 6.70 -1.25 1.88
C: 5.08 -0.97 1.23
C: 4.51 -1.83 0.28
C: 3.16 -1.77 -0.08
C: 2.37 -0.80 0.52
O: 1.09 -0.76 0.27
C: 3.00 0.12 1.41
C: 2.23 1.13 2.05
O: 1.07 1.52 1.77
C: 4.34 0.03 1.80
H: 5.19 -2.60 -0.18
H: 2.80 -2.50 -0.85
H: 2.75 1.53 2.94
H: 4.87 0.60 2.56
O: 1.71 3.69 -1.88
S: 0.58 2.73 -1.89
O: 1.19 1.32 -1.72
O: -0.10 2.72 -0.50
S: -0.77 2.80 -3.23
F: -6.54 -0.85 -0.21
C: -5.52 -1.15 -1.02
F: -5.74 -0.60 -2.21
F: -5.58 -2.46 -1.18
C: -4.17 -0.67 -0.45
C: -3.18 -1.53 0.14
C: -1.95 -0.92 0.42
N: -1.64 0.33 0.05
C: -2.59 1.12 -0.44
C: -3.85 0.65 -0.76
H: -3.38 -2.57 0.47
H: -1.15 -1.46 0.93
H: -2.29 2.12 -0.74
H: -4.54 1.28 -1.35

Summary:
spin multiplicity	5
strongest force on any atom	3.9	eV Å⁻¹
gap between HOMO and LUMO (spin up / spin down)	7.22 / 7.50	eV
⟨S²⟩	6.0585
HOMO (spin up / spin down)	-8.77 / -8.80	eV
charge	0
E_LUMO (spin up / spin down)	-1.543 / -1.300	eV

***

Molecular formula: C13H9AuN4O6S2
Method: DFT, ωB97M-V with the def2-TZVPD basis set

Positions of all 35 atoms, in Å:
Au: -0.01 -0.32 0.44
O: 2.07 -0.68 -3.78
C: 1.72 -0.70 -2.63
O: 1.62 0.01 -1.64
C: 1.11 -2.68 -2.16
O: 1.87 -3.38 -2.75
O: 0.16 -2.58 -1.43
N: 0.12 5.06 -5.48
C: -0.41 4.12 -4.58
C: 0.43 3.19 -3.98
C: -0.09 2.22 -3.13
C: -1.45 2.19 -2.88
C: -2.30 3.12 -3.48
C: -1.78 4.07 -4.33
S: -2.12 0.94 -1.83
O: -1.69 -0.33 -2.33
O: -3.53 1.19 -1.69
N: -1.35 1.11 -0.39
C: -1.51 2.28 0.31
N: -0.92 2.36 1.52
C: -1.06 3.49 2.19
C: -1.77 4.58 1.70
C: -2.34 4.40 0.46
N: -2.23 3.28 -0.23
H: 1.09 5.27 -5.34
H: -0.43 5.91 -5.56
H: 1.50 3.20 -4.18
H: 0.57 1.49 -2.66
H: -3.35 3.08 -3.25
H: -2.43 4.79 -4.80
H: -0.57 3.53 3.16
H: -1.86 5.51 2.25
H: -2.92 5.19 -0.01
S: 1.95 -2.08 2.57
C: 1.06 -1.32 1.60

Summary:
relative energy (zero: lowest compared OMol25 entry of this formula, charge and spin)	0.211	eV
spin multiplicity	2
strongest force on any atom	0.7	eV Å⁻¹
gap between HOMO and LUMO (spin up / spin down)	5.16 / 7.39	eV
⟨S²⟩	0.7526
HOMO (spin up / spin down)	-3.43 / -5.66	eV
charge	-1
E_LUMO (spin up / spin down)	1.735 / 1.735	eV

***

Molecular formula: C13H9F6N5O5RuS7
Method: DFT, ωB97M-V with the def2-TZVPD basis set

Positions of all 46 atoms, in Å:
Ru: -0.13 0.76 -0.64
C: -0.14 2.62 3.26
C: 0.06 1.78 2.03
N: -0.72 1.81 1.00
N: -1.81 2.61 1.01
C: -2.48 2.57 -0.12
N: -3.63 3.32 -0.14
S: -2.10 1.69 -1.55
C: 1.20 0.86 1.93
C: 2.06 0.61 2.99
C: 3.07 -0.33 2.83
C: 3.19 -1.00 1.63
C: 2.30 -0.70 0.61
N: 1.35 0.21 0.75
H: -1.00 3.26 3.11
H: 0.74 3.24 3.44
H: -0.31 1.99 4.13
H: -3.69 4.04 0.56
H: -4.00 3.54 -1.05
H: 1.94 1.14 3.92
H: 3.75 -0.54 3.65
H: 3.95 -1.75 1.47
H: 2.34 -1.18 -0.36
O: 4.23 3.06 -5.38
C: 3.46 2.64 -4.56
S: 2.71 1.04 -4.63
C: 1.77 1.17 -3.15
C: 1.88 2.35 -2.46
S: 1.04 2.65 -1.02
S: 2.95 3.57 -3.13
S: 0.81 -0.12 -2.63
F: -0.25 -2.45 2.74
C: -0.51 -3.18 1.65
F: 0.66 -3.61 1.17
F: -1.23 -4.23 2.03
S: -1.41 -2.11 0.39
O: -0.42 -1.89 -0.65
O: -1.77 -0.95 1.16
N: -2.68 -2.91 -0.06
S: -2.48 -4.06 -1.16
O: -1.21 -4.72 -1.06
O: -3.68 -4.84 -1.23
C: -2.44 -3.15 -2.82
F: -1.24 -3.26 -3.38
F: -3.34 -3.71 -3.64
F: -2.75 -1.86 -2.70

Summary:
relative energy (zero: lowest compared OMol25 entry of this formula, charge and spin)	0.864	eV
spin multiplicity	2
strongest force on any atom	1.6	eV Å⁻¹
gap between HOMO and LUMO (spin up / spin down)	6.33 / 5.98	eV
⟨S²⟩	0.7630
HOMO (spin up / spin down)	-4.59 / -4.93	eV
charge	-1
E_LUMO (spin up / spin down)	1.734 / 1.048	eV

***

Molecular formula: C13H9IO2ReSbSe4Te
Method: DFT, ωB97M-V with the def2-TZVPD basis set

Positions of all 32 atoms, in Å:
Re: -1.77 -1.74 1.00
Se: -3.39 -5.49 -0.89
Sb: -4.46 -4.18 0.64
Se: -2.17 -3.36 2.46
Se: -3.67 -1.26 -0.06
Se: -6.22 -3.63 1.98
Te: 0.07 -0.22 2.21
C: -0.51 1.74 2.19
C: -1.62 2.19 1.47
C: -1.94 3.53 1.55
C: -1.18 4.39 2.34
C: -0.09 3.93 3.05
C: 0.26 2.59 2.99
H: -2.22 1.52 0.88
H: -2.79 3.91 1.00
H: -1.45 5.44 2.39
H: 0.50 4.61 3.66
H: 1.12 2.23 3.55
I: 4.68 -1.46 -5.32
C: 3.39 -1.29 -3.74
C: 3.70 -0.43 -2.68
C: 2.85 -0.33 -1.61
C: 1.66 -1.09 -1.59
C: 1.34 -1.94 -2.66
C: 2.20 -2.04 -3.73
C: 0.80 -1.00 -0.46
O: 1.12 -0.19 0.50
O: -0.31 -1.68 -0.42
H: 4.62 0.15 -2.71
H: 3.09 0.33 -0.80
H: 0.43 -2.51 -2.64
H: 1.97 -2.69 -4.56

Summary:
strongest force on any atom	0.9	eV Å⁻¹
gap between HOMO and LUMO	4.88	eV
HOMO	-13.69	eV
charge	+2
E_LUMO	-8.812	eV

***

Molecular formula: C13H9N5O2SV
Method: DFT, ωB97M-V with the def2-TZVPD basis set

Positions of all 31 atoms, in Å:
V: 0.33 0.11 0.61
N: 2.63 3.51 1.54
C: 2.53 2.45 0.75
N: 1.38 1.85 1.00
C: 0.81 2.63 1.99
N: 1.55 3.65 2.35
C: -0.49 2.20 2.46
C: -1.24 2.81 3.45
N: -2.44 2.39 3.82
C: -2.90 1.31 3.14
C: -2.20 0.66 2.17
N: -0.94 1.08 1.80
H: 3.38 4.18 1.58
H: 3.27 2.15 0.02
H: -0.83 3.68 3.95
H: -3.89 0.95 3.39
H: -2.60 -0.19 1.65
O: 1.55 -3.64 0.04
C: 1.02 -2.66 -0.38
O: 0.88 -1.56 0.41
C: 0.43 -2.53 -1.75
C: 0.53 -3.68 -2.53
C: 0.04 -3.74 -3.82
C: -0.57 -2.61 -4.35
C: -0.67 -1.46 -3.60
C: -0.19 -1.38 -2.28
S: -0.43 0.23 -1.56
H: 1.01 -4.54 -2.08
H: 0.13 -4.65 -4.40
H: -0.96 -2.62 -5.36
H: -1.15 -0.58 -4.02

Summary:
relative energy (zero: lowest compared OMol25 entry of this formula, charge and spin)	0.294	eV
spin multiplicity	4
strongest force on any atom	2.0	eV Å⁻¹
gap between HOMO and LUMO (spin up / spin down)	6.13 / 7.17	eV
⟨S²⟩	3.7862
HOMO (spin up / spin down)	-6.67 / -7.96	eV
charge	0
E_LUMO (spin up / spin down)	-0.543 / -0.796	eV

***

Molecular formula: C14H10CeF5NS
Method: DFT, ωB97M-V with the def2-TZVPD basis set

Positions of all 32 atoms, in Å:
C: 0.19 -1.24 -2.76
C: -1.14 -1.36 -2.25
C: -1.08 -2.11 -1.02
C: 0.30 -2.45 -0.78
C: 1.08 -1.91 -1.86
Ce: 0.17 0.15 -0.52
C: -0.84 1.97 -1.99
C: 0.54 2.12 -2.48
C: 0.89 2.69 -3.70
N: 1.51 1.52 -1.66
H: -1.94 -2.44 -0.42
H: -2.04 -0.98 -2.72
H: 0.67 -3.07 0.04
H: 2.16 -2.06 -2.00
H: 0.48 -0.76 -3.70
H: -1.60 1.71 -2.72
H: 2.47 1.75 -1.89
H: -1.15 2.55 -1.10
H: 0.08 3.01 -4.34
H: 1.93 2.74 -4.02
F: -1.98 0.26 5.60
C: -1.12 0.07 4.59
C: -0.69 1.16 3.81
F: -1.11 2.40 4.12
C: 0.14 0.92 2.73
F: 0.23 1.87 1.70
C: 0.76 -0.33 2.51
S: 2.06 -0.58 1.40
C: 0.25 -1.42 3.27
F: 0.64 -2.67 2.94
C: -0.68 -1.22 4.28
F: -1.17 -2.28 4.95

Summary:
relative energy (zero: lowest compared OMol25 entry of this formula, charge and spin)	0.000	eV
spin multiplicity	2
strongest force on any atom	2.3	eV Å⁻¹
gap between HOMO and LUMO (spin up / spin down)	5.21 / 5.21	eV
⟨S²⟩	0.7513
HOMO (spin up / spin down)	-2.92 / -2.92	eV
charge	-1
E_LUMO (spin up / spin down)	2.290 / 2.285	eV

***

Molecular formula: C14H10Cl5N4PdS
Method: DFT, ωB97M-V with the def2-TZVPD basis set

Positions of all 35 atoms, in Å:
Pd: 1.30 -1.27 -0.67
C: 1.21 3.35 0.54
C: 1.02 1.87 0.43
N: 1.93 1.01 -0.15
N: 2.87 1.51 -0.94
C: 3.60 0.66 -1.76
N: 4.64 1.19 -2.35
S: 3.17 -0.97 -2.06
C: -0.09 1.18 0.83
C: -1.40 1.05 2.32
C: -1.62 -1.59 2.46
C: -0.78 -2.62 2.54
C: 0.42 -2.40 1.88
N: 0.49 -1.28 1.25
H: 1.26 3.81 -0.45
H: 2.14 3.56 1.08
H: 0.39 3.81 1.08
H: 3.08 2.50 -0.93
H: 4.97 2.13 -2.17
H: 5.18 0.63 -3.00
H: -0.99 1.70 3.09
H: -2.55 -1.46 3.01
H: -0.94 -3.53 3.11
H: 1.30 -3.04 1.94
Cl: -0.87 -2.73 -2.99
C: -1.79 -1.73 -1.98
C: -1.12 -0.90 -1.08
C: -1.84 -0.48 -0.02
Cl: -0.86 -0.16 1.49
C: -3.24 -0.28 -0.07
Cl: -4.08 0.68 1.03
C: -3.93 -0.96 -1.09
Cl: -5.61 -0.83 -1.21
C: -3.22 -1.73 -2.02
Cl: -4.03 -2.67 -3.15

Summary:
relative energy (zero: lowest compared OMol25 entry of this formula, charge and spin)	8.172	eV
spin multiplicity	5
strongest force on any atom	3.7	eV Å⁻¹
gap between HOMO and LUMO (spin up / spin down)	6.75 / 5.09	eV
⟨S²⟩	6.0843
HOMO (spin up / spin down)	-18.02 / -18.38	eV
charge	+3
E_LUMO (spin up / spin down)	-11.271 / -13.291	eV

***

Molecular formula: C14H10F3IrN3O3
Method: DFT, ωB97M-V with the def2-TZVPD basis set

Positions of all 34 atoms, in Å:
Ir: -0.05 -0.06 -0.33
O: -1.50 -2.72 2.22
C: -1.34 -1.88 1.38
N: -0.10 -1.51 0.85
C: 1.14 -2.01 1.44
C: 2.28 -1.32 0.75
C: 3.60 -1.65 1.00
C: 4.61 -0.96 0.35
C: 4.28 0.03 -0.56
C: 2.95 0.31 -0.78
N: 1.97 -0.35 -0.14
C: -2.47 -1.09 0.75
C: -3.78 -1.33 1.07
C: -4.76 -0.56 0.45
C: -4.38 0.41 -0.46
C: -3.04 0.59 -0.73
N: -2.10 -0.15 -0.14
H: 1.21 -3.09 1.31
H: 1.16 -1.81 2.51
H: 3.83 -2.43 1.71
H: 5.65 -1.21 0.54
H: 5.03 0.58 -1.10
H: 2.63 1.05 -1.50
H: -4.01 -2.11 1.79
H: -5.81 -0.72 0.68
H: -5.11 1.03 -0.96
H: -2.69 1.33 -1.45
F: -1.02 4.06 -2.26
C: 0.16 3.71 -1.72
F: 1.11 3.85 -2.63
F: 0.41 4.51 -0.69
C: 0.08 2.25 -1.26
O: 0.02 1.96 -0.03
O: 0.05 1.29 -2.07

Summary:
relative energy (zero: lowest compared OMol25 entry of this formula, charge and spin)	0.054	eV
strongest force on any atom	0.5	eV Å⁻¹
gap between HOMO and LUMO	8.39	eV
HOMO	-13.12	eV
charge	+1
E_LUMO	-4.730	eV

***

no.,DFT total energy (eV)
1,-152732.98320
2,-54518.21815
3,-56944.50579
4,-107119.78261
5,-52834.51849
6,-20111.68285
7,-112547.91998
8,-99005.13832
9,-57235.74936
10,-126052.92310
11,-303151.66225
12,-61696.59223
13,-53521.07461
14,-97518.99702
15,-36280.08968